Entry 1:
{
  "formula": "C19H42NO3P3Sm",
  "method": "ωB97M-V/def2-TZVPD",
  "symbols": ["Sm", "P", "P", "P", "H", "C", "C", "H", "C", "C", "C", "C", "C", "C", "C", "C", "C", "H", "H", "H", "H", "H", "H", "H", "H", "H", "H", "H", "H", "H", "H", "H", "H", "H", "H", "H", "H", "H", "H", "H", "H", "H", "H", "H", "H", "H", "C", "C", "C", "C", "C", "C", "O", "H", "H", "H", "H", "H", "H", "N", "C", "C", "O", "O", "H", "H", "H", "H", "H"],
  "positions_angstrom": [[0.260139, -0.361955, 0.215742], [-2.027965, 1.406458, 0.568694], [-1.632399, -1.651801, -1.537617], [1.690430, 2.067528, 0.852007], [0.450784, -0.015217, -2.730872], [1.258047, 0.177176, -2.012514], [2.059533, -0.829666, -1.512337], [1.927483, -1.878808, -1.803945], [-2.494115, 2.629591, -0.720580], [-3.635517, 0.570206, 0.842860], [-1.988093, 2.476743, 2.055924], [-0.742725, -2.881198, -2.562687], [-2.801391, -2.751424, -0.665811], [-2.655761, -0.772564, -2.772605], [3.471722, 1.896471, 0.459702], [1.753150, 2.399220, 2.647612], [1.271989, 3.698706, 0.123026], [1.525677, 1.238798, -1.931459], [3.011342, -0.628680, -1.005178], [-3.390726, 3.181258, -0.405550], [-2.707019, 2.112607, -1.665016], [-1.677246, 3.344560, -0.882686], [-4.379791, 1.322872, 1.134705], [-3.533464, -0.156531, 1.658946], [-3.981087, 0.049650, -0.058087], [-2.976407, 2.937356, 2.186569], [-1.232195, 3.266173, 1.968256], [-1.766379, 1.865630, 2.940315], [-1.463860, -3.439597, -3.173993], [-0.206021, -3.580616, -1.907899], [-0.015330, -2.383354, -3.215276], [-3.542294, -3.156419, -1.369427], [-3.315349, -2.203844, 0.134036], [-2.238566, -3.580515, -0.215735], [-3.109027, -1.485546, -3.474402], [-2.016047, -0.078121, -3.333884], [-3.442197, -0.192960, -2.272950], [4.015949, 2.793294, 0.783286], [3.611998, 1.750764, -0.618818], [3.879686, 1.022442, 0.985824], [2.388503, 3.271222, 2.856600], [2.176850, 1.520256, 3.153632], [0.743275, 2.577144, 3.039102], [2.043244, 4.445793, 0.360095], [0.303018, 4.054602, 0.498834], [1.206851, 3.604243, -0.970207], [-0.665565, 7.115153, -2.262113], [-1.022283, 7.896831, -3.383598], [-0.150654, 7.933343, -4.472111], [1.066416, 7.236370, -4.435441], [1.430885, 6.516623, -3.289282], [0.580593, 6.484926, -2.184757], [-1.529780, 6.854198, -1.234268], [-2.348194, 7.362165, -1.377510], [-1.972109, 8.432784, -3.388846], [-0.420333, 8.507928, -5.359999], [1.734005, 7.259674, -5.298360], [2.376479, 5.976319, -3.243638], [0.839769, 5.960345, -1.265472], [0.687499, -2.600183, 4.509942], [0.211399, -3.330714, 3.282585], [0.192853, -2.314436, 2.190745], [0.131000, -2.621949, 0.953485], [0.286649, -1.091321, 2.563473], [1.707484, -2.473674, 4.483066], [0.495265, -3.145608, 5.348816], [0.253700, -1.663663, 4.594747], [0.890999, -4.153595, 3.060547], [-0.790768, -3.730545, 3.453500]],
  "forces_ev_per_a": [[-1.9, -0.6, 2.4], [-1.1, 0.9, 0.1], [-0.7, -0.7, -0.6], [0.7, 1.2, 0.4], [0.1, -0.2, 0.5], [2.6, -1.2, -1.4], [0.0, 1.5, -2.5], [-0.4, 0.3, 0.2], [0.3, -0.2, -0.2], [0.1, -0.3, 0.1], [0.2, -0.2, 0.2], [0.3, 0.1, 0.1], [-0.1, 0.1, 0.3], [0.2, 0.2, 0.1], [0.0, -0.2, -0.1], [-0.1, -0.2, 0.2], [-0.2, -0.2, -0.2], [0.0, -0.4, 0.4], [-0.4, 0.2, 0.2], [0.2, -0.2, 0.0], [0.0, 0.2, 0.2], [-0.2, -0.1, 0.0], [0.2, -0.2, -0.1], [-0.2, 0.1, -0.2], [0.1, 0.1, 0.2], [0.3, -0.1, -0.1], [-0.2, -0.2, 0.0], [-0.1, 0.2, -0.1], [0.2, 0.1, 0.1], [-0.1, 0.1, -0.2], [-0.2, -0.2, 0.0], [0.2, 0.1, 0.2], [0.0, -0.2, -0.2], [-0.2, 0.2, -0.1], [0.1, 0.2, 0.2], [-0.2, -0.1, 0.0], [0.1, -0.1, -0.2], [-0.1, -0.2, -0.1], [0.1, 0.1, 0.2], [0.0, 0.2, -0.1], [-0.2, -0.2, -0.1], [-0.1, 0.3, 0.0], [0.3, 0.0, 0.0], [-0.2, -0.3, 0.0], [0.3, -0.1, -0.1], [0.0, 0.1, 0.2], [0.2, 0.0, -0.7], [0.4, -0.7, 0.5], [0.3, -0.1, 0.2], [0.0, -0.1, 0.1], [-0.2, 0.3, -0.1], [-0.3, 0.1, -0.4], [-0.6, 0.5, 0.1], [0.4, -0.2, 0.2], [0.2, -0.1, -0.1], [0.1, -0.2, 0.3], [-0.2, 0.0, 0.3], [-0.1, 0.2, -0.1], [-0.1, 0.1, -0.2], [0.1, -0.4, 0.4], [0.1, -0.1, 0.3], [0.2, 1.2, -1.5], [0.0, 0.2, 1.5], [-0.1, -0.6, -0.6], [-0.2, 0.1, 0.0], [-0.1, -0.1, 0.3], [0.2, -0.4, -0.2], [-0.1, 0.0, 0.0], [0.1, 0.0, 0.1]],
  "total_charge": 3,
  "e_tot_ha": -2710.7570,
  "molar_mass_g_mol": 575.83,
  "spin_multiplicity": 6
}

Entry 2:
{
  "formula": "C44H63EuF2N4O8P2Si",
  "method": "ωB97M-V/def2-TZVPD",
  "symbols": ["Eu", "C", "Si", "C", "C", "C", "C", "C", "C", "P", "C", "C", "C", "C", "C", "C", "C", "C", "C", "C", "C", "C", "C", "C", "C", "C", "C", "C", "P", "C", "C", "C", "C", "C", "C", "C", "C", "C", "C", "C", "C", "H", "H", "H", "H", "H", "H", "H", "H", "H", "H", "H", "H", "H", "H", "H", "H", "H", "H", "H", "H", "H", "H", "H", "H", "H", "H", "H", "H", "H", "H", "H", "H", "H", "H", "H", "H", "H", "H", "H", "H", "H", "H", "H", "H", "H", "H", "H", "H", "H", "H", "H", "H", "H", "H", "H", "O", "H", "H", "O", "H", "H", "O", "N", "F", "O", "C", "N", "F", "C", "C", "N", "C", "C", "O", "O", "C", "O", "N", "C", "O", "H", "H", "H", "H"],
  "positions_angstrom": [[0.777265, 0.830412, -0.550859], [0.860443, 2.098528, 4.525600], [0.174043, 1.104442, 3.027458], [1.015037, -0.614096, 3.378483], [0.723709, -1.035961, 4.680817], [1.451379, -2.011371, 5.331949], [2.537235, -2.581209, 4.690274], [2.798674, -2.243907, 3.377830], [2.030203, -1.302225, 2.693015], [2.186222, -1.251648, 0.851408], [1.579716, -3.027606, 0.624197], [1.187022, -3.381506, -0.808518], [1.043437, -4.903262, -0.938521], [0.453599, -5.511340, 0.340047], [-0.462403, -4.495282, 1.011059], [0.347786, -3.287551, 1.504959], [4.069870, -1.311226, 0.608275], [4.461552, -0.420341, -0.577293], [4.225784, -1.126348, -1.904830], [5.096207, -2.369982, -2.009835], [4.770058, -3.324097, -0.867412], [4.837749, -2.636794, 0.494368], [-1.728964, 1.095305, 3.129530], [-2.264019, 1.251047, 4.409399], [-3.609052, 1.476048, 4.629847], [-4.446500, 1.601041, 3.536970], [-3.940066, 1.434585, 2.260924], [-2.597092, 1.147775, 2.023923], [-1.986747, 0.543681, 0.379770], [-3.281242, -0.836771, 0.102485], [-3.312780, -1.695406, 1.367251], [-4.025230, -3.028216, 1.124302], [-5.317434, -2.838601, 0.314205], [-5.757700, -1.379734, 0.339146], [-4.713480, -0.519946, -0.375582], [-2.400550, 1.804552, -0.991461], [-2.519155, 1.086680, -2.338127], [-2.307640, 2.112918, -3.455585], [-3.120376, 3.399400, -3.220563], [-4.187487, 3.177047, -2.157265], [-3.539730, 2.824678, -0.813350], [0.813570, 1.526728, 5.443173], [0.291402, 3.011140, 4.666420], [1.896762, 2.392597, 4.393864], [-0.116176, -0.588242, 5.189290], [1.193931, -2.300539, 6.340405], [3.154057, -3.308246, 5.195952], [3.621228, -2.730760, 2.878979], [2.394842, -3.684926, 0.940542], [1.908441, -3.012820, -1.536216], [0.239736, -2.896340, -1.033025], [2.015066, -5.359134, -1.145455], [0.394784, -5.125412, -1.787343], [1.248707, -5.787212, 1.034906], [-0.093945, -6.423839, 0.099353], [-0.985854, -4.952170, 1.853306], [-1.212038, -4.178747, 0.286570], [0.650823, -3.465259, 2.536873], [-0.287267, -2.396004, 1.493163], [4.421101, -0.819005, 1.523127], [5.522663, -0.168905, -0.493216], [3.888209, 0.510131, -0.562417], [4.437515, -0.443582, -2.728211], [3.168581, -1.399168, -1.962563], [6.148334, -2.077450, -1.970690], [4.928029, -2.866799, -2.967607], [5.474179, -4.159326, -0.873471], [3.777932, -3.738671, -1.023878], [5.886023, -2.401890, 0.703599], [4.529357, -3.353777, 1.256199], [-1.607471, 1.200450, 5.264407], [-3.997626, 1.566043, 5.636152], [-5.495048, 1.823638, 3.677977], [-4.633169, 1.525062, 1.443772], [-2.795264, -1.441911, -0.674330], [-3.816016, -1.151933, 2.168080], [-2.289729, -1.879464, 1.706262], [-4.249745, -3.480946, 2.092157], [-3.359802, -3.710806, 0.593326], [-6.108116, -3.481271, 0.705429], [-5.150151, -3.132681, -0.724554], [-5.895076, -1.049949, 1.370579], [-6.718138, -1.276616, -0.170468], [-4.972523, 0.528441, -0.246548], [-4.787341, -0.736166, -1.443996], [-1.463526, 2.377254, -1.061143], [-3.489205, 0.605045, -2.450118], [-1.755996, 0.310972, -2.420168], [-2.585287, 1.662300, -4.409922], [-1.244781, 2.361285, -3.497461], [-3.588750, 3.727906, -4.149595], [-2.468815, 4.207407, -2.885084], [-4.849832, 2.372941, -2.484239], [-4.796369, 4.077187, -2.038827], [-4.323754, 2.471565, -0.149109], [-3.123993, 3.729104, -0.364674], [1.888388, 0.380090, -2.994978], [1.911893, 0.879026, -3.818650], [1.183176, -0.286069, -3.071641], [3.110367, 1.154669, 1.789234], [3.082886, 1.488260, 2.690538], [3.372666, 1.886708, 1.216279], [-0.181353, 2.258832, 0.603776], [0.398633, 2.357642, 1.846105], [0.013260, -0.734144, -1.636411], [2.311343, 5.185969, 0.886306], [1.750899, 4.253697, 1.316744], [1.393987, 3.282487, 1.916900], [-0.865532, 5.618622, -4.571509], [0.244975, 4.863525, -4.607325], [1.126237, 4.913673, -3.589938], [2.290264, 4.205214, -3.598777], [2.916118, 3.927309, -2.327416], [2.034331, 2.880025, -1.600967], [2.531327, 2.276758, -0.626750], [0.893249, 2.665368, -2.042618], [2.587839, 3.341690, -4.637559], [3.577036, 2.645755, -4.654772], [1.679093, 3.340006, -5.669216], [0.443461, 3.986882, -5.750098], [-0.306004, 3.781311, -6.671251], [0.951183, 5.532738, -2.723211], [2.997207, 4.833212, -1.723903], [3.904860, 3.492911, -2.490146], [1.904402, 2.726891, -6.446576]],
  "forces_ev_per_a": [[1.4, -2.3, 0.2], [-0.4, -0.5, -0.2], [0.1, 0.5, 0.7], [0.1, 0.4, -0.4], [-0.1, 0.0, -0.1], [0.0, 0.0, 0.1], [0.0, 0.0, 0.0], [0.0, 0.1, 0.2], [0.0, 0.0, -0.1], [0.4, -1.1, 0.3], [0.1, 0.3, 0.0], [0.1, -0.1, 0.0], [0.1, 0.1, 0.1], [-0.2, 0.0, -0.1], [0.1, -0.1, 0.1], [-0.1, -0.1, 0.0], [0.1, 0.0, 0.2], [-0.4, 0.0, 0.0], [0.3, 0.0, 0.1], [-0.3, 0.0, 0.0], [0.3, 0.1, 0.0], [-0.2, -0.1, 0.0], [0.4, -0.1, -0.1], [0.1, 0.0, 0.1], [-0.1, 0.0, 0.0], [-0.1, 0.1, 0.1], [-0.1, 0.1, 0.0], [0.1, 0.0, -0.2], [-1.3, -0.4, -0.1], [0.5, 0.3, 0.0], [0.1, -0.2, -0.1], [0.1, 0.1, 0.1], [-0.1, 0.0, 0.2], [-0.1, -0.1, -0.3], [-0.1, 0.0, 0.1], [0.4, -0.4, 0.3], [0.2, 0.0, -0.1], [0.0, 0.0, 0.0], [-0.2, 0.0, 0.0], [0.2, 0.2, 0.0], [-0.1, 0.0, -0.1], [0.0, -0.2, 0.3], [-0.2, 0.2, -0.1], [0.2, 0.0, -0.2], [-0.1, 0.1, 0.2], [-0.1, 0.0, 0.1], [0.1, -0.1, 0.1], [0.0, -0.1, -0.1], [0.1, -0.1, 0.1], [-0.1, 0.1, -0.1], [0.0, 0.2, -0.1], [0.0, 0.0, -0.1], [0.0, 0.0, -0.1], [0.1, -0.1, 0.1], [0.0, -0.1, 0.1], [-0.1, 0.0, 0.0], [-0.1, 0.0, 0.0], [0.0, 0.1, 0.0], [0.0, 0.0, 0.1], [-0.1, -0.1, -0.2], [0.1, 0.1, 0.0], [0.2, -0.1, 0.0], [-0.2, 0.0, 0.0], [0.1, 0.0, -0.2], [0.1, 0.0, 0.0], [0.1, 0.0, -0.1], [0.0, -0.1, 0.0], [-0.1, -0.1, 0.0], [0.1, 0.0, 0.0], [0.0, 0.0, 0.1], [0.1, 0.0, 0.2], [0.0, 0.0, 0.0], [-0.1, 0.0, 0.0], [0.0, -0.1, -0.1], [0.1, 0.1, 0.0], [0.0, 0.0, 0.0], [0.0, 0.0, 0.1], [0.0, -0.1, 0.0], [0.0, 0.0, 0.1], [0.0, -0.1, 0.0], [0.0, 0.0, -0.1], [0.0, 0.0, 0.1], [-0.1, 0.1, 0.1], [0.0, 0.1, -0.1], [0.0, 0.1, 0.0], [-0.3, 0.0, 0.1], [-0.1, -0.1, 0.0], [-0.1, -0.1, 0.0], [0.1, 0.0, -0.1], [0.0, -0.1, -0.1], [0.1, 0.1, 0.0], [0.1, 0.1, 0.0], [-0.1, 0.0, 0.1], [-0.1, 0.0, 0.0], [0.0, 0.0, 0.1], [0.0, 0.0, 0.1], [0.2, -0.3, -0.6], [0.0, -0.1, 0.1], [-0.1, 0.1, 0.3], [0.6, -0.1, 0.2], [0.0, 0.2, 0.0], [-0.2, 0.1, -0.1], [-2.0, 3.7, 2.3], [-0.2, -0.5, -0.5], [-1.4, -2.6, -2.1], [0.3, 1.0, -0.7], [-0.2, -0.9, 0.6], [0.0, 0.1, 0.5], [0.0, -0.1, -0.1], [0.2, 0.2, 0.4], [-0.7, 0.1, -0.7], [0.3, 0.1, -0.4], [0.0, -0.6, 0.4], [0.6, 0.7, -0.3], [2.0, 1.3, 0.2], [-0.2, 1.2, -0.8], [-0.1, 0.4, 0.2], [0.3, -0.4, 0.0], [-0.1, -0.1, -0.4], [0.3, 0.0, 0.5], [-0.3, 0.1, -0.3], [-0.1, 0.0, 0.1], [0.0, -0.1, 0.0], [-0.2, 0.2, 0.0], [-0.1, 0.1, 0.2]],
  "total_charge": -1,
  "e_tot_ha": -4417.8055,
  "molar_mass_g_mol": 1056.00,
  "spin_multiplicity": 8
}

Entry 3:
{
  "formula": "C7H9FINO",
  "method": "ωB97M-V/def2-TZVPD",
  "symbols": ["C", "C", "C", "C", "C", "C", "C", "N", "O", "F", "I", "H", "H", "H", "H", "H", "H", "H", "H", "H"],
  "positions_angstrom": [[0.948398, 1.882301, 0.163157], [-0.379336, 1.401444, -0.114086], [2.138835, 1.252895, 0.191728], [-0.756664, 0.149342, -0.395125], [3.446977, -0.636436, -0.103184], [-2.174004, -0.243880, -0.622885], [-2.670857, -1.176156, 0.501362], [2.338973, -0.078633, -0.038221], [-2.239309, -2.500260, 0.348034], [3.526719, -1.936475, -0.303015], [5.409837, 0.213904, 0.072281], [1.001183, 2.942307, 0.378086], [-1.142654, 2.170522, -0.089472], [3.031653, 1.840892, 0.407812], [-0.010900, -0.635748, -0.426963], [-2.272025, -0.780702, -1.570066], [-2.807036, 0.643362, -0.656335], [-2.353502, -0.771177, 1.472679], [-3.760855, -1.223036, 0.484106], [-1.275438, -2.514470, 0.300109]],
  "forces_ev_per_a": [[-7.1, 2.0, -0.5], [3.5, 3.6, 1.1], [5.0, -4.2, -0.1], [-0.7, -3.0, -0.8], [2.5, -0.2, 0.0], [0.1, -0.1, 0.3], [-0.2, 0.5, 0.0], [-2.3, 2.6, 0.3], [0.4, -0.5, -0.1], [0.1, -0.6, -0.1], [-0.7, -0.3, 0.0], [-0.1, 0.0, 0.0], [0.0, 0.1, 0.0], [0.0, 0.0, 0.0], [0.1, 0.0, 0.0], [-0.1, 0.0, 0.0], [-0.1, 0.0, 0.0], [-0.1, 0.0, -0.1], [0.0, 0.1, 0.0], [-0.1, 0.0, 0.1]],
  "e_tot_ha": -799.5256,
  "molar_mass_g_mol": 269.06,
  "spin_multiplicity": 3
}

Entry 4:
{
  "formula": "C7H14O",
  "method": "ωB97M-V/def2-TZVPD",
  "symbols": ["C", "C", "C", "C", "C", "C", "C", "H", "H", "H", "H", "H", "H", "H", "H", "H", "H", "H", "H", "O", "H", "H"],
  "positions_angstrom": [[0.138880, 2.747486, -0.466927], [0.304512, 1.954273, 0.579895], [0.033329, 0.495833, 0.633133], [-0.839825, -0.107546, 1.434728], [0.859981, -0.349913, -0.365545], [0.092543, -0.653226, -1.652305], [-1.259943, -1.367771, -1.549625], [-0.157897, 2.285577, -1.403843], [0.278148, 3.817322, -0.485802], [0.699607, 2.368888, 1.508486], [-0.953565, -1.154327, 1.165833], [-1.482497, 0.142356, 2.264534], [1.752068, 0.231360, -0.602109], [1.227043, -1.230398, 0.162529], [0.761366, -1.248166, -2.293153], [0.037133, 0.224536, -2.299924], [-1.398156, -2.055653, -0.723099], [-1.438661, -1.936181, -2.463444], [-2.007532, -0.574102, -1.522871], [0.933540, -1.264685, 3.051614], [1.408049, -0.481987, 2.745020], [1.011877, -1.843674, 2.282874]],
  "forces_ev_per_a": [[-0.1, -0.6, -0.6], [0.2, 0.3, 1.1], [0.2, 0.4, -0.6], [0.0, -1.1, -0.9], [-0.8, 1.0, 0.5], [1.2, -1.1, -0.8], [0.0, 0.8, -0.7], [-0.2, 0.2, 0.0], [0.2, 0.0, 0.3], [-0.3, 0.2, 0.0], [0.0, -0.1, 0.5], [0.2, 1.0, -0.2], [0.0, 0.0, -0.2], [-0.3, -0.4, -0.3], [0.0, -0.3, 0.4], [-0.5, 0.3, 0.5], [0.2, 0.1, 0.2], [0.0, 0.0, 0.0], [-0.4, -0.3, 0.3], [0.6, -0.3, 0.1], [-0.2, 0.0, 0.2], [-0.1, -0.1, 0.2]],
  "smiles": "C=CC(=C)CCC.O",
  "e_tot_ha": -350.2761,
  "molar_mass_g_mol": 114.19
}

Q: Number 1 is which compound?
A: C19H42NO3P3Sm